{
  "formula": "C15H30N2O2",
  "method": "ωB97M-V with the def2-TZVPD basis set",
  "de_lowest_kcal_mol": 1.6,
  "gap_ev": 9.991,
  "smiles": "CCCCCC(=O)NC[C@@H](C)NC(=O)CCCCC",
  "energy_ha": -849.6050,
  "species": ["H", "C", "C", "H", "H", "C", "H", "H", "H", "O", "H", "C", "H", "H", "H", "N", "C", "C", "C", "H", "H", "H", "C", "H", "H", "H", "H", "N", "H", "C", "H", "H", "C", "H", "H", "H", "O", "C", "H", "H", "H", "H", "H", "C", "C", "H", "C", "H", "C"],
  "positions_angstrom": [[4.092, 0.080, -1.844], [4.384, -0.129, 0.287], [0.032, 2.493, -2.567], [-0.638, 3.115, 0.120], [0.425, 4.357, -0.540], [0.081, -0.130, 1.666], [-2.183, -3.314, 2.799], [-2.140, -2.608, 0.266], [1.533, -2.139, 0.487], [-0.899, -1.947, -1.582], [1.705, -0.693, -0.483], [4.055, 0.699, -0.950], [-1.957, 3.132, -2.011], [-0.923, 4.409, -2.639], [-0.164, 2.370, -3.635], [-2.313, -0.676, -0.370], [-1.455, -0.882, -1.397], [-0.939, 3.527, -1.993], [1.586, -0.305, 1.631], [4.774, 1.507, -1.063], [-1.272, 4.720, -0.226], [3.064, 1.139, -0.875], [-0.584, 3.951, -0.571], [-2.079, -2.052, 4.034], [-0.106, -2.129, 2.023], [-2.599, 0.268, -0.158], [2.028, 0.688, 1.558], [-0.599, -1.250, 1.988], [1.048, 2.880, -2.461], [2.027, -1.166, 0.443], [-0.046, 1.262, -0.804], [-1.166, -0.025, -3.326], [-2.599, -1.681, 0.622], [0.839, 0.545, -2.156], [-2.386, -0.301, 2.266], [-2.175, 0.952, -2.243], [-0.473, 0.933, 1.454], [-2.502, -2.309, 3.066], [5.434, -0.429, 0.244], [1.915, -0.768, 2.566], [4.261, 0.486, 1.179], [-3.683, -1.822, 0.695], [3.838, -1.930, 1.315], [-2.044, -1.311, 2.010], [-0.045, 1.127, -1.886], [-3.585, -2.301, 3.148], [-1.285, 0.325, -2.299], [3.758, -2.047, -0.443], [3.538, -1.398, 0.408]],
  "atomic_forces_ev_per_a": [[-0.029, -0.034, -0.152], [-0.065, -0.145, -0.123], [-0.156, -0.054, 0.085], [0.035, -0.054, 0.139], [0.126, 0.056, 0.053], [0.487, -0.081, 0.229], [0.016, -0.171, 0.001], [-0.115, 0.042, 0.095], [-0.054, 0.022, -0.092], [0.327, -0.303, -0.134], [-0.105, -0.033, -0.060], [0.128, -0.054, 0.236], [-0.088, 0.038, -0.069], [-0.108, -0.028, -0.023], [0.086, 0.006, -0.069], [-0.273, 0.058, 0.308], [-0.329, 0.353, -0.289], [0.228, 0.015, -0.008], [-0.015, 0.058, -0.254], [0.007, 0.099, -0.076], [-0.020, 0.084, 0.100], [-0.159, 0.081, -0.074], [-0.163, -0.058, -0.172], [0.017, -0.009, 0.083], [0.079, 0.077, 0.001], [0.079, -0.029, -0.131], [-0.065, 0.000, 0.087], [-0.195, -0.306, 0.026], [0.048, 0.038, -0.072], [0.219, -0.073, 0.149], [0.097, -0.043, 0.044], [-0.084, -0.018, 0.041], [0.036, 0.025, 0.279], [0.016, -0.046, 0.085], [0.027, -0.172, -0.005], [-0.051, 0.011, -0.042], [-0.149, 0.412, -0.028], [0.056, 0.277, -0.142], [0.005, 0.050, 0.090], [0.044, 0.024, 0.037], [0.081, 0.017, 0.064], [0.064, -0.071, 0.015], [0.006, -0.101, -0.015], [-0.277, -0.046, -0.172], [0.000, 0.111, -0.203], [-0.115, -0.065, 0.013], [0.299, -0.048, 0.100], [0.051, -0.071, 0.015], [-0.053, 0.160, 0.032]]
}